The ion C21H47NO4P with charge +1 in a non-equilibrium geometry, computed with ωB97M-V/def2-TZVPD.

The value obtained for the total energy is -1525.33327 a.u. As for the spin multiplicity: 1. As for the net charge: +1. As for the frontier orbital gap: 10.2137 eV.

```
74
C21H47NO4P (ωB97M-V/def2-TZVPD)
C 5.41592 2.30812 -1.73501
C 4.48697 1.58037 -0.77087
C 4.01156 2.49792 0.35454
C 3.06416 1.80396 1.33520
C 1.64612 1.62084 0.78526
C 0.79767 2.87970 0.95553
C -0.54528 2.77114 0.23509
C -1.50648 3.86506 0.69375
C -2.77583 3.97432 -0.15093
C -3.61269 2.69592 -0.23899
C -3.98146 2.11442 1.12688
C -5.25521 1.26682 1.09957
C -5.26898 0.14188 0.06469
C -4.17190 -0.90330 0.25970
C -4.39478 -2.09398 -0.67158
C -3.21298 -3.05112 -0.70133
H -2.85406 -3.25438 0.31110
H -3.48235 -3.98855 -1.19423
O -2.13738 -2.50815 -1.47768
P -0.89177 -1.83157 -0.77940
O -0.66800 -2.17921 0.62456
O -0.89303 -0.30033 -1.11429
H -1.12481 -0.08725 -2.01887
O 0.34418 -2.31984 -1.72104
C 0.80511 -3.63890 -1.53859
H 0.19962 -4.15008 -0.78610
C 2.29495 -3.68336 -1.18541
H 2.82729 -3.06509 -1.91180
H 2.62030 -4.71996 -1.29888
N 2.69700 -3.22779 0.17788
C 1.90080 -3.88781 1.23071
H 0.88774 -3.48368 1.24251
H 2.35052 -3.69331 2.20235
H 1.87102 -4.96305 1.06616
C 4.11983 -3.57876 0.35892
H 4.72422 -3.13493 -0.43040
H 4.25223 -4.65923 0.33805
H 4.47587 -3.20528 1.31739
C 2.55200 -1.76727 0.31794
H 1.50708 -1.47879 0.23903
H 3.12230 -1.24921 -0.44992
H 2.91525 -1.45764 1.29564
H 0.68796 -4.16759 -2.49112
H -4.57425 -1.74031 -1.68914
H -5.27670 -2.65001 -0.35028
H -3.19242 -0.46171 0.06043
H -4.17223 -1.24906 1.29537
H -5.18674 0.56616 -0.93733
H -6.23744 -0.36042 0.12676
H -5.40887 0.83744 2.09225
H -6.10456 1.92156 0.89154
H -4.14886 2.93459 1.82815
H -3.15247 1.51832 1.51113
H -4.52963 2.94058 -0.78052
H -3.07281 1.94825 -0.82338
H -2.50273 4.27819 -1.16480
H -3.39549 4.76863 0.27140
H -0.99001 4.82724 0.65113
H -1.77490 3.68644 1.73610
H -0.38555 2.84955 -0.84299
H -0.97762 1.78968 0.43585
H 1.33955 3.74823 0.57766
H 0.62134 3.04235 2.02105
H 1.68589 1.35452 -0.27283
H 1.14754 0.80138 1.30869
H 3.00424 2.39448 2.25093
H 3.49380 0.83528 1.60549
H 4.88685 2.85741 0.89895
H 3.51536 3.36709 -0.07784
H 5.01629 0.72608 -0.33668
H 3.62542 1.19876 -1.32526
H 5.75248 1.64224 -2.52670
H 4.90391 3.15131 -2.19164
H 6.28994 2.68469 -1.20952
```

=====

A structure of composition C6H18F3O3S3Tl in a non-equilibrium geometry, computed with ωB97M-V/def2-TZVPD.

The value obtained for the total energy is -2131.40890 a.u. As for the spin multiplicity: 1. As for the frontier orbital gap: 4.6868 eV.

```
34
C6H18F3O3S3Tl (ωB97M-V/def2-TZVPD)
Tl -1.13638 0.47070 -1.47803
F 0.36252 -1.88559 -0.97323
F -2.78521 1.09235 -3.57447
F -0.68383 -1.08322 -3.76867
C -1.10022 1.98253 3.33833
S 0.27831 2.06868 2.15295
O 0.14006 1.05731 1.07128
C -0.27538 3.64390 1.43657
H -2.01861 1.91901 2.75234
H -1.14734 2.84880 3.99861
H -1.03691 1.13905 4.02456
H 0.51309 3.97791 0.76410
H -0.43746 4.37554 2.22370
H -1.16417 3.43221 0.84168
C -1.84873 -3.39510 0.47715
S -1.31760 -1.94659 1.39886
O -2.02147 -0.74050 0.80727
C -2.34774 -2.16043 2.85776
H -2.75711 -3.83197 0.90159
H -1.11116 -4.19460 0.51083
H -2.10266 -3.15185 -0.55170
H -2.01374 -1.46129 3.62058
H -2.23686 -3.17150 3.25513
H -3.39342 -2.02125 2.59004
C 2.51381 -0.93959 -3.31671
S 2.48185 0.85509 -3.22949
O 1.58472 1.10789 -2.05217
C 4.12617 0.99392 -2.56012
H 2.38894 -1.47037 -2.37182
H 3.36273 -1.30728 -3.89690
H 1.63964 -1.28864 -3.87617
H 4.84404 0.85619 -3.37481
H 4.40155 0.23359 -1.83111
H 4.29857 1.99511 -2.16790
```

=====

A cluster of 11 separate species, C45H85BrN2O14 in total in a non-equilibrium geometry, computed with ωB97M-V/def2-TZVPD.

The value obtained for the total energy is -5502.53054 a.u. As for the spin multiplicity: 1. As for the frontier orbital gap: 9.6572 eV.

```
147
C45H85BrN2O14 (ωB97M-V/def2-TZVPD)
C 3.36938 -1.31704 4.10284
C 3.75972 -2.13554 2.90199
O 4.41973 -1.68125 1.96871
O 3.39792 -3.44413 2.92273
C 2.02778 -3.75416 3.26065
C 1.31328 -4.37077 2.07171
C 1.43006 -3.57327 0.75450
C 0.08518 -3.29634 0.07383
C -0.45089 -1.89310 0.35673
C -0.75229 -1.73101 1.84426
C -1.40628 -0.42928 2.30590
N -0.75427 0.83553 1.97624
C -0.90962 1.26418 0.57730
C 0.59530 0.95789 2.47244
C 1.75495 0.62407 1.58061
O 0.75356 1.36767 3.63151
C -2.91793 -0.36622 2.04959
C -3.52083 -1.32726 3.05155
Br -3.95988 -3.08266 2.35133
C -2.45640 -1.38261 4.16202
O -2.52608 -2.07843 5.16512
N -1.37611 -0.53924 3.80941
H 2.36159 -0.91634 3.98635
H 3.39494 -1.89613 5.02301
H 4.05064 -0.47502 4.18692
H 2.05277 -4.46610 4.08378
H 1.50288 -2.87252 3.62649
H 1.71449 -5.37617 1.94524
H 0.26798 -4.44326 2.37635
H 2.07554 -4.14014 0.08485
H 1.96449 -2.64103 0.94540
H 0.16616 -3.42987 -1.00475
H -0.64350 -4.03384 0.42261
H 0.27879 -1.16941 0.00597
H -1.37890 -1.78553 -0.21050
H -1.39568 -2.56380 2.12617
H 0.16435 -1.85578 2.42359
H -1.93953 1.12831 0.26351
H -0.26176 0.75560 -0.13245
H -0.68713 2.32970 0.51589
H 2.66767 0.91014 2.09749
H 1.79830 -0.44579 1.38748
H 1.69340 1.15677 0.63607
H -3.27180 -0.39737 1.02365
H -3.18151 0.64158 2.39050
H -4.44457 -0.94028 3.46822
H -1.47435 0.38245 4.22744
C 3.40860 1.42836 -2.50059
C 2.18814 0.55578 -2.60227
O 1.57554 0.19051 -1.61751
C 1.76100 0.11855 -3.97710
H 3.60531 1.66848 -1.45732
H 4.25773 0.88477 -2.91592
H 3.25686 2.35339 -3.06098
H 2.56826 -0.45675 -4.43497
H 1.53485 0.97263 -4.61056
H 0.87294 -0.50161 -3.89148
C 0.29099 4.41615 3.22916
C 1.23012 4.77255 2.11477
O 1.32531 4.07678 1.12746
C 2.05186 6.02733 2.27608
H -0.23188 3.49837 2.98504
H 0.84740 4.26646 4.15488
H -0.43929 5.21400 3.38117
H 2.67408 5.95139 3.16875
H 1.39462 6.89119 2.38667
H 2.68828 6.16665 1.40546
C -2.85528 0.97743 -6.16073
C -1.54050 1.70135 -6.30192
O -0.55827 1.35363 -5.68699
C -1.51710 2.89007 -7.22542
H -2.74443 0.14956 -5.46484
H -3.61837 1.66373 -5.78985
H -3.17774 0.59558 -7.13046
H -2.23840 3.63614 -6.88655
H -1.78528 2.58783 -8.23846
H -0.52218 3.32903 -7.23409
C -0.36693 3.63965 -3.56397
C -0.92355 5.02049 -3.32866
O -2.10985 5.24783 -3.40334
C 0.07360 6.10695 -3.01703
H -1.18043 2.96029 -3.79305
H 0.33036 3.65675 -4.40296
H 0.15938 3.28297 -2.67486
H 0.78374 6.20617 -3.84072
H 0.62689 5.84826 -2.11588
H -0.44718 7.05191 -2.87485
C -3.00106 -4.65396 6.80869
C -3.85328 -5.33778 7.84502
O -4.75382 -6.08814 7.55195
C -3.52700 -5.03479 9.29103
H -3.32786 -4.94536 5.81397
H -3.08076 -3.57473 6.90572
H -1.95484 -4.93641 6.94225
H -3.62640 -3.96505 9.48070
H -2.49919 -5.32840 9.51091
H -4.20501 -5.58161 9.94171
C 3.12222 -6.18405 7.70703
C 1.82699 -6.32733 6.95257
O 1.67804 -5.84303 5.85392
C 0.72891 -7.11192 7.62602
H 3.82711 -5.60590 7.11563
H 2.94574 -5.68094 8.65974
H 3.54720 -7.16914 7.90201
H 0.46189 -6.64138 8.57386
H 1.07035 -8.12771 7.82954
H -0.14533 -7.14991 6.98071
C -4.06590 6.74403 -6.93127
C -3.38786 6.86405 -8.26857
O -3.50771 6.02640 -9.13373
C -2.54476 8.09971 -8.48850
H -4.64134 5.82202 -6.89685
H -3.32140 6.73295 -6.13156
H -4.73977 7.58774 -6.78096
H -1.74551 8.14284 -7.74708
H -3.15963 8.99468 -8.38162
H -2.11165 8.07551 -9.48555
C 6.72314 -2.51369 -2.60972
C 5.67514 -2.12627 -3.62155
O 5.13253 -1.04680 -3.58745
C 5.33114 -3.14980 -4.67512
H 6.87459 -1.69710 -1.90891
H 6.40274 -3.40128 -2.06243
H 7.66390 -2.73976 -3.11431
H 4.96146 -4.06111 -4.20296
H 6.21940 -3.39945 -5.25721
H 4.56664 -2.75174 -5.33758
C -9.05165 7.69064 -6.81270
C -7.74585 8.42431 -6.98608
O -6.74301 8.07507 -6.40879
C -7.75086 9.61227 -7.91614
H -8.91547 6.86116 -6.12395
H -9.81102 8.36759 -6.41855
H -9.39636 7.30921 -7.77495
H -8.46196 10.36039 -7.56294
H -8.04823 9.30080 -8.91850
H -6.75729 10.05157 -7.95534
C 6.11613 -7.78485 3.53462
C 4.80527 -7.74802 4.28212
O 4.71991 -8.12757 5.42756
C 3.61159 -7.21003 3.53673
H 6.89402 -8.18812 4.17814
H 6.02127 -8.41028 2.64570
H 6.39204 -6.77764 3.21863
H 3.41671 -7.81208 2.64701
H 3.79976 -6.17860 3.23034
H 2.74522 -7.23504 4.19073
```

=====

A cluster of 2 separate species, C4H8N3O in total in a non-equilibrium geometry, computed with ωB97M-V/def2-TZVPD.

The value obtained for the total energy is -396.28742 a.u. As for the spin multiplicity: 1. As for the net charge: +1. As for the frontier orbital gap: 9.1043 eV.

```
16
C4H8N3O (ωB97M-V/def2-TZVPD)
C 3.72241 0.97419 -0.40013
C -2.72596 -0.75133 0.22231
C 2.82138 -0.08510 0.11034
C -3.39021 0.62370 0.16606
N -1.53014 -0.81222 -0.25277
N -0.60827 -0.78902 -0.97309
N 1.75390 -0.71347 0.18253
O 4.02802 -0.08835 0.58982
H 4.29938 0.71604 -1.39149
H 3.55349 2.04758 -0.13010
H -3.08979 -1.54819 0.65842
H -2.81952 1.35107 -0.19926
H -3.69922 0.82400 1.28331
H -4.39630 0.63623 -0.21389
H 1.65025 -1.52215 0.81742
H 0.43056 -0.86298 -0.46950
```

=====

Q: frontier orbital gap of number 2 (C6H18F3O3S3Tl)?
A: 4.6868 eV

=====

Q: The highest frontier orbital gap belongs to which entry?
A: C21H47NO4P

=====

Q: Which formula does entry 3 have?
A: C45H85BrN2O14